{
  "formula": "C38H37BBrI2NO14",
  "method": "ωB97M-V/def2-TZVPD",
  "spin_multiplicity": 1,
  "smiles": "C[C@H](I)Cc1c(B(O)O)c(CC(=O)Br)c(COCOCCO)c2c1C(=O)N(CCCI)C2=O.O=C1C=CC(=O)C=C1.O=C1C=CC(=O)C=C1.O=C1C=CC(=O)C=C1",
  "total_charge": 0,
  "e_homo_ev": -8.963,
  "homo_lumo_gap_ev": 7.176,
  "total_energy_ha": -5772.606933,
  "e_above_lowest_kcal_mol": 0.0,
  "e_lumo_ev": -1.79,
  "largest_force_ev_per_a": 1.27,
  "elements": ["C", "C", "I", "C", "C", "C", "B", "O", "O", "C", "C", "C", "O", "Br", "C", "C", "O", "C", "O", "C", "C", "O", "C", "C", "C", "O", "N", "C", "C", "C", "I", "C", "O", "H", "H", "H", "H", "H", "H", "H", "H", "H", "H", "H", "H", "H", "H", "H", "H", "H", "H", "H", "H", "H", "H", "H", "H", "H", "C", "C", "C", "O", "C", "C", "C", "O", "H", "H", "H", "H", "C", "C", "C", "O", "C", "C", "C", "O", "H", "H", "H", "H", "C", "C", "C", "O", "C", "C", "C", "O", "H", "H", "H", "H"],
  "coordinates": [[3.565, -2.566, -0.257], [2.663, -1.560, 0.449], [0.906, -2.566, 1.154], [2.379, -0.374, -0.468], [1.158, 0.444, -0.140], [1.153, 1.501, 0.784], [2.502, 1.906, 1.512], [2.855, 3.247, 1.630], [3.313, 0.964, 2.098], [-0.050, 2.204, 1.050], [-0.065, 3.367, 2.017], [-0.318, 4.703, 1.365], [-1.140, 5.491, 1.699], [0.801, 5.110, -0.179], [-1.248, 1.859, 0.428], [-2.564, 2.524, 0.713], [-3.336, 1.657, 1.526], [-4.730, 1.766, 1.324], [-5.354, 0.676, 1.902], [-4.923, -0.600, 1.426], [-4.262, -1.412, 2.536], [-2.847, -1.508, 2.366], [-1.193, 0.854, -0.514], [-0.031, 0.168, -0.798], [-0.342, -0.835, -1.860], [0.353, -1.730, -2.275], [-1.669, -0.592, -2.304], [-1.961, -0.296, -3.732], [-0.768, -0.388, -4.660], [0.296, 0.698, -4.509], [-0.438, 2.687, -4.536], [-2.260, 0.331, -1.403], [-3.431, 0.625, -1.430], [3.740, -3.420, 0.398], [3.067, -2.960, -1.144], [4.513, -2.106, -0.540], [3.161, -1.222, 1.352], [2.271, -0.760, -1.479], [3.262, 0.274, -0.464], [3.235, 3.626, 0.831], [4.218, 0.984, 1.771], [-0.839, 3.251, 2.777], [0.885, 3.456, 2.535], [-2.434, 3.471, 1.234], [-3.068, 2.722, -0.236], [-5.113, 2.650, 1.844], [-4.954, 1.856, 0.253], [-5.795, -1.131, 1.035], [-4.207, -0.513, 0.609], [-4.634, -2.436, 2.522], [-4.506, -0.942, 3.490], [-2.433, -0.762, 2.809], [-2.724, -0.986, -4.093], [-2.408, 0.696, -3.781], [-0.269, -1.355, -4.589], [-1.183, -0.336, -5.670], [0.995, 0.617, -5.338], [0.880, 0.552, -3.604], [-0.306, -6.314, 3.843], [-0.408, -6.549, 5.148], [-1.397, -5.822, 5.986], [-1.489, -6.036, 7.175], [-2.265, -4.825, 5.311], [-2.163, -4.589, 4.006], [-1.177, -5.317, 3.170], [-1.081, -5.105, 1.981], [0.407, -6.827, 3.211], [0.214, -7.271, 5.662], [-2.976, -4.307, 5.942], [-2.780, -3.860, 3.491], [-5.033, 6.742, -4.735], [-3.763, 6.387, -4.905], [-2.987, 5.762, -3.805], [-1.829, 5.435, -3.955], [-3.679, 5.547, -2.510], [-4.949, 5.902, -2.339], [-5.728, 6.527, -3.439], [-6.885, 6.850, -3.286], [-5.621, 7.200, -5.520], [-3.235, 6.532, -5.839], [-3.088, 5.090, -1.725], [-5.476, 5.756, -1.404], [7.542, -4.151, -0.676], [8.519, -4.806, -0.055], [9.641, -4.081, 0.595], [10.532, -4.675, 1.159], [9.629, -2.596, 0.526], [8.651, -1.942, -0.095], [7.532, -2.669, -0.744], [6.636, -2.075, -1.308], [6.714, -4.656, -1.157], [8.549, -5.886, 0.009], [10.456, -2.090, 1.007], [8.621, -0.862, -0.159]],
  "forces_ev_per_angstrom": [[-0.406, -0.209, 0.158], [0.537, -0.285, -0.052], [-0.084, -0.048, 0.079], [-0.140, 0.216, -0.054], [0.083, -0.099, 0.025], [-0.254, 0.066, 0.317], [0.047, 0.342, 0.151], [0.641, -0.482, -0.276], [-0.388, -0.387, -0.633], [0.423, -0.025, -0.065], [0.061, -0.114, 0.172], [-0.519, 0.357, 0.183], [0.357, -0.178, -0.079], [0.036, -0.016, -0.155], [-0.141, 0.088, 0.008], [-0.078, 0.140, 0.205], [0.138, -0.179, -0.177], [-0.194, 0.181, 0.159], [0.110, 0.020, 0.071], [-0.050, -0.293, -0.137], [0.231, 0.224, -0.250], [-0.046, -0.126, 0.226], [0.130, -0.359, 0.074], [-0.129, -0.028, 0.119], [0.055, -0.474, -0.304], [-0.073, 0.404, -0.091], [0.411, 1.128, 0.418], [-0.369, -1.019, -0.083], [-0.058, 0.368, -0.315], [0.236, -0.670, -0.135], [-0.015, 0.112, 0.170], [-0.510, -0.162, -0.378], [0.374, 0.132, -0.113], [0.223, 0.048, 0.015], [0.061, 0.107, -0.098], [-0.085, -0.032, -0.016], [-0.256, 0.047, 0.107], [0.000, 0.027, -0.045], [0.056, -0.090, -0.009], [-0.345, 0.330, 0.021], [0.198, 0.331, 0.547], [-0.065, -0.013, -0.068], [0.036, 0.063, 0.008], [-0.050, 0.065, -0.069], [-0.094, -0.038, -0.001], [-0.072, -0.021, 0.029], [0.190, -0.155, -0.078], [-0.140, 0.105, 0.113], [-0.038, 0.145, 0.000], [-0.047, -0.039, 0.030], [-0.109, -0.127, 0.088], [0.013, 0.127, -0.142], [0.005, -0.084, 0.099], [0.064, 0.058, 0.066], [-0.045, -0.024, 0.137], [0.018, 0.082, -0.011], [-0.007, 0.102, -0.019], [-0.076, 0.257, 0.102], [0.000, -0.016, 0.035], [0.000, 0.005, -0.031], [-0.005, 0.029, -0.036], [-0.001, -0.015, 0.044], [0.011, -0.012, -0.007], [-0.077, 0.043, 0.005], [0.019, 0.011, 0.056], [-0.009, -0.026, -0.096], [-0.003, 0.014, -0.023], [-0.009, 0.005, 0.024], [0.003, -0.011, 0.027], [0.091, 0.018, -0.026], [0.024, -0.007, -0.003], [-0.021, 0.004, -0.009], [-0.005, -0.019, 0.064], [0.019, 0.052, -0.062], [-0.030, 0.005, 0.017], [0.021, -0.013, -0.002], [0.018, -0.008, 0.001], [-0.022, 0.008, 0.001], [-0.021, 0.001, 0.014], [0.020, -0.009, 0.009], [0.032, 0.009, -0.013], [-0.022, 0.009, -0.007], [0.020, -0.026, 0.010], [-0.021, 0.010, -0.011], [-0.014, 0.006, -0.010], [0.017, -0.010, 0.012], [-0.018, 0.018, -0.010], [0.017, -0.005, 0.017], [-0.012, -0.032, -0.018], [0.123, 0.069, -0.014], [-0.011, 0.022, -0.006], [0.021, -0.001, 0.014], [0.011, -0.021, 0.006], [-0.016, 0.000, -0.016]]
}